Molecular formula: C14H42N3O5PS4
Method: DFT, ωB97M-V/def2-TZVPD

Max |F| in eV/A: 2.13
Electronic energy in eV: -82533.8095
ΔE to the lowest compared entry with this formula, charge and spin in kcal per mole: 0.0

```
69
C14H42N3O5PS4 | the OMol25 dataset | ωB97M-V/def2-TZVPD
O 2.49034 -2.87473 -2.26196
P 1.57139 -2.72780 -1.11367
N 2.33187 -2.61737 0.37756
C 2.88165 -3.80971 1.02590
C 2.99547 -1.33564 0.62753
N 0.59644 -4.11553 -0.91974
C 0.98230 -5.34660 -1.64349
C -0.63856 -4.22273 -0.12794
N 0.46691 -1.45582 -1.13517
C -0.03726 -0.72493 0.02165
C -0.32109 -1.21220 -2.32377
H 3.30322 -3.50193 1.97817
H 3.67800 -4.24891 0.41579
H 2.08180 -4.54358 1.09030
H 3.93552 -1.45852 1.15774
H 2.32019 -0.67510 1.19291
H 3.09339 -0.76863 -0.30584
H 0.29131 -5.51810 -2.46906
H 2.02726 -5.32368 -1.93873
H 0.90544 -6.15656 -0.90993
H -1.36079 -3.50875 -0.52819
H -1.00600 -5.22928 -0.31074
H -0.40217 -4.11394 0.93329
H 0.23707 -1.26240 0.93131
H 0.43793 0.26329 0.04531
H -1.10194 -0.48926 0.01892
H 0.31105 -1.32338 -3.20887
H -0.75678 -0.21420 -2.30800
H -1.16810 -1.90524 -2.43943
C 2.92356 4.80715 -2.87473
S 2.90839 6.51959 -2.29541
O 1.66715 6.75530 -1.48873
C 4.26481 6.54758 -1.06092
H 2.20903 4.67500 -3.68298
H 2.60429 4.12889 -2.07529
H 3.91717 4.48545 -3.18873
H 3.81212 7.05701 -0.21595
H 5.19907 7.00750 -1.37051
H 4.47555 5.49772 -0.84176
C -5.72882 0.19310 -0.63398
S -4.03802 -0.31541 -1.12616
O -4.07756 -0.75475 -2.56297
C -3.30200 1.31890 -1.30333
H -6.33853 -0.60147 -1.06550
H -6.08898 1.11955 -1.08048
H -5.76045 0.25029 0.45141
H -3.65416 2.04900 -0.56727
H -3.54050 1.75384 -2.27330
H -2.21594 1.29601 -1.20280
C 2.20567 3.45292 1.38222
S 0.60713 3.45467 0.44244
O 0.78071 2.63836 -0.80679
C -0.25623 2.38620 1.63520
H 2.66561 4.42519 1.18625
H 2.85991 2.69635 0.95843
H 1.95393 3.44857 2.43811
H -1.17551 2.07473 1.13957
H -0.50395 2.88727 2.56739
H 0.23447 1.43070 1.82505
C -3.61132 -0.87586 4.22084
S -3.25039 -0.54812 2.47302
O -2.40286 0.69559 2.54883
C -2.20620 -2.01627 2.24061
H -2.74064 -0.55864 4.79706
H -3.98173 -1.87328 4.44556
H -4.37702 -0.17016 4.55430
H -1.35598 -1.90638 2.90783
H -1.94436 -2.15888 1.19736
H -2.88330 -2.85193 2.43423
```

These are the Mulliken partial charges, in e, on atoms 1 to 4:
1 O -0.851
2 P 0.207
3 N 0.303
4 C -1.006

=====

Molecular formula: C14H42N6O8
Method: DFT, ωB97M-V/def2-TZVPD

Max |F| in eV/A: 5.93
Structure (SMILES): COCCNCCOC.COCCNCCOC.NC(N)=O.NC(N)=O.O.O
Electronic energy in eV: -40516.8576
ΔE to the lowest compared entry with this formula, charge and spin in kcal per mole: 18.1

```
70
C14H42N6O8 | the OMol25 dataset | ωB97M-V/def2-TZVPD
C -0.08870 4.90709 -3.36831
O -0.61156 5.82342 -3.91944
N 0.28621 4.99833 -2.13966
N 0.16893 3.75831 -3.89762
H 0.16588 5.88999 -1.68080
H 0.55218 4.15539 -1.65098
H 0.69182 3.02254 -3.44448
H -0.44376 3.58798 -4.68229
C -0.38243 -0.27300 0.70563
O -1.48597 -0.03455 0.28089
N 0.67352 -0.50476 -0.02446
N -0.09368 -0.52322 1.93569
H 0.68357 -0.56725 -1.03248
H 1.51404 -0.60283 0.52690
H 0.78933 -0.64770 2.40992
H -0.88648 -0.63211 2.55189
C -2.24756 3.92173 0.10359
O -2.38241 2.63326 -0.39375
C -2.89814 2.59226 -1.69325
C -3.70369 1.28828 -1.86411
N -2.78253 0.17762 -2.20325
C -3.49010 -1.12948 -2.24160
C -2.52275 -2.03683 -3.05905
O -3.28695 -3.20204 -3.11963
C -2.63524 -4.33970 -3.54030
H -3.22986 4.28974 0.39985
H -1.96844 4.74539 -0.55351
H -1.61923 3.88701 0.99358
H -2.33154 2.79043 -2.60309
H -3.75693 3.26241 -1.73137
H -4.52805 1.35562 -2.57403
H -4.19511 1.21526 -0.89392
H -2.21588 0.08505 -1.37232
H -4.38385 -1.02179 -2.85618
H -3.84085 -1.49920 -1.27807
H -1.57305 -2.14659 -2.53548
H -2.26190 -1.63461 -4.03796
H -1.76490 -4.67911 -2.97869
H -2.32318 -4.26505 -4.58199
H -3.10842 -5.31654 -3.44030
C 0.46942 -5.33667 4.49903
O 1.26286 -4.45739 5.31469
C 2.10968 -3.64348 4.53066
C 1.39024 -2.53587 3.81403
N 2.25859 -1.53002 3.21433
C 3.26794 -2.03638 2.32807
C 4.02756 -0.82302 1.67183
O 3.25169 -0.28691 0.65251
C 3.79978 0.86772 0.05629
H -0.53465 -5.32089 4.92296
H 0.88078 -6.34506 4.54424
H 0.28814 -4.97391 3.48727
H 2.66065 -4.27997 3.83826
H 2.88110 -3.29751 5.21863
H 0.93642 -1.99323 4.64330
H 0.69113 -2.71226 2.99657
H 2.65267 -0.93119 3.92580
H 2.84975 -2.71131 1.58128
H 4.06645 -2.54177 2.87128
H 5.05576 -1.07853 1.41568
H 4.23332 -0.07296 2.43548
H 3.93306 1.60485 0.84812
H 3.05645 1.36682 -0.56538
H 4.66380 0.62706 -0.56310
O 2.03344 4.40704 0.36273
H 1.67271 3.68350 -0.14971
H 2.71668 4.77892 -0.19502
O 0.55158 2.36806 -0.85465
H -0.40544 2.37029 -0.83574
H 0.79610 1.50332 -0.52499
```

These are the Mulliken partial charges, in e, on atoms 1 to 4:
1 C 0.619
2 O -0.700
3 N -0.251
4 N -0.387

=====

Molecular formula: C14H42NO10
Method: DFT, ωB97M-V/def2-TZVPD

Max |F| in eV/A: 0.96
Electronic energy in eV: -37163.8843
Net charge: -1
ΔE to the lowest compared entry with this formula, charge and spin in kcal per mole: 0.0

```
67
C14H42NO10 | the OMol25 dataset | ωB97M-V/def2-TZVPD
N -0.76166 -1.02591 -0.15537
O -1.77006 -0.34821 -0.46169
O 0.25115 -1.01765 -0.88710
O -0.74335 -1.70091 0.89717
C -0.57838 -2.44173 4.10463
O -1.67988 -1.80836 3.52407
H -0.67001 -3.53181 4.11919
H 0.36793 -2.18013 3.61138
H -0.47643 -2.09453 5.13793
H -1.55974 -1.78775 2.56171
C 1.65716 -4.10473 -0.44340
O 0.79153 -4.16336 0.67865
H 2.37322 -3.28039 -0.36593
H 2.19535 -5.05106 -0.49875
H 1.10258 -3.96939 -1.37979
H 0.23093 -3.37387 0.63371
C 3.90500 -1.27191 2.06856
C 2.63930 -0.82158 1.36775
C 2.18632 0.53922 1.85898
O 2.95926 -0.77787 -0.03369
H 4.70670 -0.54386 1.89158
H 4.25483 -2.21319 1.64406
H 3.77961 -1.36169 3.14811
H 1.87375 -1.58800 1.53406
H 3.02720 1.23830 1.84391
H 1.78366 0.47982 2.87466
H 1.42007 0.97708 1.21446
H 2.11508 -0.65783 -0.49340
C -1.57094 1.92585 2.29699
C -1.17365 1.72165 3.74553
C -1.18642 3.01391 4.52101
O -2.07755 0.83110 4.42416
H -2.59531 2.28549 2.20023
H -1.48411 1.00651 1.71272
H -0.90053 2.66281 1.83685
H -0.17392 1.26721 3.80670
H -0.99377 2.83739 5.57761
H -2.17276 3.48137 4.42709
H -0.47257 3.74059 4.12479
H -2.00859 -0.01823 3.94819
C -2.44691 3.80577 -3.19475
C -1.82732 2.55275 -2.60796
C -0.72411 2.88324 -1.61918
O -2.88127 1.83225 -1.96535
H -3.34166 3.57943 -3.76754
H -1.72910 4.32159 -3.83790
H -2.68976 4.46984 -2.36176
H -1.40917 1.90420 -3.39253
H 0.05976 3.49173 -2.08350
H -0.24135 1.97937 -1.24004
H -1.12653 3.44685 -0.77335
H -2.45588 1.11329 -1.47359
C 1.49106 -1.51385 -5.53259
C 1.27146 -0.83020 -4.20509
C 1.24530 0.68152 -4.35071
O 0.01453 -1.31175 -3.71449
H 1.58697 -2.58946 -5.39981
H 2.38753 -1.14812 -6.04727
H 0.67417 -1.27929 -6.22169
H 2.04716 -1.16453 -3.50367
H 0.46168 0.93503 -5.06866
H 2.19785 1.05022 -4.73967
H 1.03001 1.17891 -3.40440
H -0.11821 -0.89299 -2.85019
O -4.20287 -1.65008 0.56277
H -4.51044 -2.33108 -0.04111
H -3.33387 -1.38901 0.21669
```

These are the Mulliken partial charges, in e, on atoms 1 to 4:
1 N 0.700
2 O -0.788
3 O -0.098
4 O -0.744

=====

What did the first record say?
Molecular formula: C14H42N3O5PS4
Method: DFT, ωB97M-V/def2-TZVPD

Max |F| in eV/A: 2.13
Electronic energy in eV: -82533.8095
ΔE to the lowest compared entry with this formula, charge and spin in kcal per mole: 0.0

```
69
C14H42N3O5PS4 | the OMol25 dataset | ωB97M-V/def2-TZVPD
O 2.49034 -2.87473 -2.26196
P 1.57139 -2.72780 -1.11367
N 2.33187 -2.61737 0.37756
C 2.88165 -3.80971 1.02590
C 2.99547 -1.33564 0.62753
N 0.59644 -4.11553 -0.91974
C 0.98230 -5.34660 -1.64349
C -0.63856 -4.22273 -0.12794
N 0.46691 -1.45582 -1.13517
C -0.03726 -0.72493 0.02165
C -0.32109 -1.21220 -2.32377
H 3.30322 -3.50193 1.97817
H 3.67800 -4.24891 0.41579
H 2.08180 -4.54358 1.09030
H 3.93552 -1.45852 1.15774
H 2.32019 -0.67510 1.19291
H 3.09339 -0.76863 -0.30584
H 0.29131 -5.51810 -2.46906
H 2.02726 -5.32368 -1.93873
H 0.90544 -6.15656 -0.90993
H -1.36079 -3.50875 -0.52819
H -1.00600 -5.22928 -0.31074
H -0.40217 -4.11394 0.93329
H 0.23707 -1.26240 0.93131
H 0.43793 0.26329 0.04531
H -1.10194 -0.48926 0.01892
H 0.31105 -1.32338 -3.20887
H -0.75678 -0.21420 -2.30800
H -1.16810 -1.90524 -2.43943
C 2.92356 4.80715 -2.87473
S 2.90839 6.51959 -2.29541
O 1.66715 6.75530 -1.48873
C 4.26481 6.54758 -1.06092
H 2.20903 4.67500 -3.68298
H 2.60429 4.12889 -2.07529
H 3.91717 4.48545 -3.18873
H 3.81212 7.05701 -0.21595
H 5.19907 7.00750 -1.37051
H 4.47555 5.49772 -0.84176
C -5.72882 0.19310 -0.63398
S -4.03802 -0.31541 -1.12616
O -4.07756 -0.75475 -2.56297
C -3.30200 1.31890 -1.30333
H -6.33853 -0.60147 -1.06550
H -6.08898 1.11955 -1.08048
H -5.76045 0.25029 0.45141
H -3.65416 2.04900 -0.56727
H -3.54050 1.75384 -2.27330
H -2.21594 1.29601 -1.20280
C 2.20567 3.45292 1.38222
S 0.60713 3.45467 0.44244
O 0.78071 2.63836 -0.80679
C -0.25623 2.38620 1.63520
H 2.66561 4.42519 1.18625
H 2.85991 2.69635 0.95843
H 1.95393 3.44857 2.43811
H -1.17551 2.07473 1.13957
H -0.50395 2.88727 2.56739
H 0.23447 1.43070 1.82505
C -3.61132 -0.87586 4.22084
S -3.25039 -0.54812 2.47302
O -2.40286 0.69559 2.54883
C -2.20620 -2.01627 2.24061
H -2.74064 -0.55864 4.79706
H -3.98173 -1.87328 4.44556
H -4.37702 -0.17016 4.55430
H -1.35598 -1.90638 2.90783
H -1.94436 -2.15888 1.19736
H -2.88330 -2.85193 2.43423
```

These are the Mulliken partial charges, in e, on atoms 1 to 4:
1 O -0.851
2 P 0.207
3 N 0.303
4 C -1.006

=====

Q: The highest electronic energy belongs to which entry?
A: C14H42NO10

=====

Q: Number 3 is which compound?
A: C14H42NO10

=====

Q: Among the records above, which one has the highest electronic energy?
A: C14H42NO10